Entry 1:
The following is a DFT calculation (ωB97M-V/def2-TZVPD) of 13 unconnected molecules or ions with the total composition C29H78N12O25.

```
! wB97M-V def2-TZVPD RIJCOSX def2/J DEFGRID3
* xyz 0 1
C -28.83014 13.44372 2.22054
C -30.19475 12.91770 2.62950
O -31.09830 13.05417 1.53166
H -28.32385 13.06397 1.33309
H -28.02579 13.43012 2.95603
H -28.91779 14.51322 2.02921
H -30.61353 13.45027 3.48337
H -30.04701 11.84227 2.72810
H -31.42203 13.95103 1.64323
C -16.77655 15.82282 1.60719
O -17.53081 16.72467 2.38261
C -18.37207 16.20891 3.41133
C -19.37173 17.32225 3.88521
N -18.59977 18.52023 4.28513
C -19.49857 19.63395 4.44635
C -18.70018 20.91109 4.58081
O -18.22178 21.27838 3.30959
C -17.31136 22.33293 3.38518
H -16.02234 15.29103 2.18723
H -16.17760 16.37686 0.88442
H -17.50508 15.20854 1.07803
H -17.81787 15.84854 4.27799
H -19.00295 15.35500 3.16450
H -19.97399 16.95839 4.71767
H -20.08015 17.39561 3.06007
H -18.29108 18.34474 5.23067
H -20.12732 19.57441 5.33474
H -20.16734 19.78800 3.59953
H -17.87478 20.85812 5.29075
H -19.31274 21.71615 4.98671
H -16.31166 21.94852 3.58744
H -17.56083 23.18457 4.01809
H -17.22281 22.89514 2.45558
C -22.57764 9.84353 6.74197
O -23.46169 8.96979 7.39218
C -24.91013 9.16054 7.06568
C -25.64574 10.06655 8.08186
N -25.80330 9.35824 9.34214
C -26.10976 10.30780 10.43732
C -27.50366 10.93470 10.34180
O -27.57031 11.82576 9.25932
C -28.66244 12.71626 9.37273
H -21.61804 9.70546 7.24017
H -22.72644 10.87963 7.04599
H -22.55407 9.73001 5.65815
H -25.41629 8.19608 7.02407
H -24.92464 9.62882 6.08151
H -26.64389 10.23069 7.67581
H -25.04073 10.94942 8.28826
H -24.89035 8.95795 9.50456
H -25.35094 11.07569 10.58783
H -25.96749 9.76213 11.37011
H -27.56440 11.55765 11.23418
H -28.23057 10.14185 10.16550
H -29.58693 12.24745 9.70983
H -28.97076 13.01782 8.37167
H -28.43348 13.67041 9.84736
C -22.83635 17.42535 6.81868
O -23.91094 17.30627 5.95329
C -25.05196 18.07599 6.26811
C -26.19975 17.65262 5.35563
N -26.96518 16.60546 6.02447
C -27.88589 15.95844 5.09894
C -28.19368 14.54945 5.60130
O -27.12821 13.67729 5.26396
C -27.06058 12.45303 5.93610
H -21.99660 16.84175 6.44145
H -23.09327 17.05004 7.80926
H -22.47109 18.43129 7.02548
H -24.67975 19.07203 6.02842
H -25.37710 18.10983 7.30794
H -25.77959 17.33093 4.40269
H -26.84662 18.52171 5.23591
H -26.18676 15.96756 6.10947
H -27.42034 15.76288 4.13295
H -28.79089 16.52464 4.87869
H -29.12675 14.19407 5.16405
H -28.36101 14.54632 6.67836
H -27.99438 12.20669 6.44149
H -26.29292 12.59597 6.69661
H -26.71259 11.64441 5.29335
C -25.80800 12.50221 -1.08541
N -26.50554 13.67495 -1.50119
O -27.70474 13.71174 -1.34987
O -25.83976 14.52001 -2.10190
H -26.22899 12.05507 -0.18489
H -24.73299 12.63533 -0.96398
H -25.91567 11.76279 -1.87899
C -27.22339 17.22625 -0.73909
N -26.02547 16.81578 0.01759
O -26.19141 15.91863 0.75322
O -24.92718 17.20073 -0.32428
H -27.06383 17.07948 -1.80731
H -27.61025 18.22140 -0.51971
H -28.01330 16.56122 -0.38999
C -22.98593 19.33431 1.25213
N -24.34918 19.94172 1.37755
O -24.66777 20.62922 0.41575
O -25.01791 19.55321 2.34465
H -22.52543 19.38588 2.23872
H -22.47042 19.95785 0.52168
H -23.13422 18.30361 0.93003
C -21.79334 15.16323 0.87611
N -21.61111 14.20596 -0.17106
O -22.55864 14.07707 -0.99097
O -20.66847 13.42611 -0.06189
H -21.05714 14.96287 1.65455
H -22.81002 15.04339 1.25041
H -21.59455 16.17427 0.52061
C -24.77032 10.11101 3.11943
N -24.99009 11.35573 2.31342
O -26.02754 11.96492 2.47873
O -24.02076 11.77285 1.64771
H -24.14785 10.31152 3.99145
H -24.25286 9.41949 2.45449
H -25.76004 9.69835 3.31509
C -20.53324 11.80460 2.58006
N -20.86723 10.68427 3.45060
O -21.73068 9.96241 3.02355
O -20.36417 10.68192 4.58314
H -20.21985 11.36144 1.63481
H -19.84842 12.43881 3.14299
H -21.41317 12.42345 2.40437
C -25.30316 14.29850 9.07929
N -24.17177 13.46701 8.58798
O -23.50385 12.91958 9.42805
O -23.84532 13.63214 7.40991
H -25.40103 15.26933 8.59347
H -25.26022 14.38242 10.16520
H -26.22723 13.85532 8.70807
C -20.50060 12.85324 7.33729
N -19.91112 14.23742 7.29565
O -19.30214 14.63165 8.31215
O -20.15353 14.88910 6.27197
H -19.72583 12.32368 6.78284
H -21.44478 12.85233 6.79265
H -20.61908 12.44629 8.34150
C -24.12614 14.49100 4.31204
N -23.08121 13.44715 4.58068
O -23.50649 12.37757 4.94765
O -21.92613 13.66784 4.38031
H -24.94421 14.45959 5.03167
H -24.49429 14.27530 3.30902
H -23.60281 15.44577 4.36329
*
```

Computed properties:
LUMO level = -0.4 eV
Orbital gap = 8.525 eV
Electronic energy = -3688.70499 a.u.

=====

Entry 2:
The following is a DFT calculation (ωB97M-V/def2-TZVPD) of 11 unconnected molecules or ions with the total composition C29H78N2O10PS.

```
! wB97M-V def2-TZVPD RIJCOSX def2/J DEFGRID3
* xyz 1 1
C 0.61898 -4.52964 3.76763
C 1.66495 -3.48365 3.31289
C 0.96628 -2.28216 2.72736
N -0.38225 -2.04027 2.91831
C -0.73749 -0.92015 2.28227
C -2.15502 -0.43032 2.29913
C -2.45425 0.53064 3.47115
C -2.52364 0.15628 0.89732
C -3.22435 -0.89435 -0.01699
N 0.34378 -0.43813 1.72122
C 1.42250 -1.27686 1.96624
P 3.09856 -1.02497 1.33985
S 2.95271 -0.63341 -0.57185
H 0.11074 -4.17122 4.66829
H -0.16776 -4.60611 3.01010
H 1.05490 -5.51225 3.92106
H 2.30276 -3.97890 2.57991
H 2.25109 -3.12308 4.16089
H -1.08699 -2.57041 3.40794
H -2.79284 -1.30832 2.43226
H -1.81597 0.34179 4.33763
H -2.44113 1.58089 3.17977
H -3.47428 0.33182 3.80959
H -1.57842 0.43817 0.42296
H -3.09110 1.08167 0.99316
H -4.24312 -0.59308 -0.25230
H -3.26634 -1.88446 0.44700
H -2.64004 -1.01787 -0.92979
H 0.36475 0.42403 1.19054
H 3.78834 -2.24893 1.46401
H 3.77431 0.00051 2.02648
C 4.47497 3.64500 3.55123
C 3.22317 2.84600 3.25403
O 3.19189 1.63628 4.02194
H 5.36584 3.05544 3.32853
H 4.50352 4.56137 2.96056
H 4.51986 3.90911 4.61041
H 3.18855 2.56333 2.20036
H 2.32839 3.43305 3.48331
H 3.21142 1.88298 4.95233
C -3.63855 2.03337 -2.35318
C -4.94530 2.63172 -1.86775
O -4.71134 3.74862 -1.01850
H -3.02596 1.71575 -1.50662
H -3.81904 1.16971 -2.99656
H -3.06014 2.76915 -2.91587
H -5.51251 1.89902 -1.29226
H -5.55570 2.95129 -2.71592
H -4.22073 4.40870 -1.53014
C -6.53018 6.72651 -4.28593
C -6.04799 5.67103 -3.31081
O -4.66942 5.86843 -2.98683
H -5.93773 6.69772 -5.20114
H -7.57935 6.57264 -4.54156
H -6.41804 7.72580 -3.85866
H -6.14236 4.67920 -3.74796
H -6.63562 5.70047 -2.38806
H -4.58832 6.74546 -2.59022
C 5.03428 -4.84561 -1.23408
C 5.76913 -3.65515 -0.64706
O 5.58303 -2.48608 -1.43732
H 5.38111 -5.04386 -2.24804
H 5.18501 -5.73919 -0.63424
H 3.96005 -4.64309 -1.29531
H 6.84006 -3.84923 -0.60525
H 5.41562 -3.45123 0.37539
H 4.63471 -2.30593 -1.46411
C -3.94584 -3.00301 -3.96211
C -4.63473 -3.29214 -2.64128
O -5.52541 -2.23743 -2.28403
H -3.38958 -2.06606 -3.90487
H -3.25633 -3.80527 -4.22947
H -4.67922 -2.89366 -4.76379
H -3.90136 -3.38064 -1.83942
H -5.19786 -4.22903 -2.69801
H -6.18215 -2.16183 -2.98330
C 6.89416 2.38411 8.28919
C 5.83597 2.61737 7.22793
O 5.75844 3.99565 6.87133
H 6.67562 2.97418 9.17942
H 6.94446 1.33075 8.56900
H 7.87693 2.69552 7.92843
H 4.85328 2.32460 7.59876
H 6.05656 2.02889 6.32926
H 6.62087 4.25794 6.53393
C 6.69270 -9.74035 -0.39050
C 5.95066 -8.51896 0.11840
O 5.12602 -7.95655 -0.89941
H 7.31053 -9.47868 -1.25009
H 7.33171 -10.16374 0.38594
H 5.98946 -10.50873 -0.71986
H 6.65536 -7.74646 0.42732
H 5.32501 -8.78111 0.97868
H 4.49166 -8.62999 -1.16875
C 1.80760 -7.56460 -3.54802
C 1.34058 -8.67522 -2.62550
O 1.67189 -8.38521 -1.26667
H 2.88611 -7.42485 -3.46125
H 1.56500 -7.79017 -4.58732
H 1.33698 -6.61534 -3.27874
H 1.82613 -9.61540 -2.88247
H 0.25780 -8.81391 -2.70590
H 1.23752 -7.56087 -1.03063
C -1.67144 6.92457 -6.16196
C -2.96245 6.18896 -6.46980
O -3.05434 4.97998 -5.72441
H -0.81115 6.29438 -6.39099
H -1.59631 7.84629 -6.74145
H -1.61531 7.17519 -5.09960
H -3.00779 5.92241 -7.52499
H -3.82742 6.81880 -6.23514
H -3.03061 5.21267 -4.78850
C -4.87381 8.22526 1.26223
C -4.04772 7.46518 0.24284
O -4.08536 8.11176 -1.03221
H -5.90919 8.30514 0.92960
H -4.85366 7.72665 2.23210
H -4.49516 9.24271 1.38598
H -4.44047 6.45767 0.10631
H -3.00597 7.38821 0.57008
H -3.73028 8.99930 -0.92506
*
```

Computed properties:
LUMO level = -2.4 eV
Orbital gap = 8.804 eV
Electronic energy = -2752.87455 a.u.

=====

no.,strongest force on any atom (Eh/bohr),HOMO level (eV)
1,0.0767,-9.0
2,0.0468,-11.2